Computed, not measured: a structure of composition C25H27Cl3IN15O2SiTl, with wB97M-V/def2-TZVPD.

For the total energy, the calculation gives -111055.8084 eV. As for the net charge: -1.

Last column: natural (NBO) charge in e.
Atoms and positions in Å:
Tl  0.255  -1.163  -0.021  0.57
C  3.723  0.776  2.824  -0.68
C  2.870  -0.255  2.138  0.15
N  2.633  -0.241  0.876  -0.23
N  3.186  0.712  0.107  -0.51
C  2.807  0.584  -1.176  0.59
O  2.040  -0.262  -1.680  -0.73
C  3.362  1.650  -2.087  -0.03
C  4.092  2.735  -1.610  -0.20
C  4.492  3.744  -2.478  -0.24
C  4.176  3.670  -3.829  -0.23
C  3.468  2.576  -4.313  -0.23
C  3.065  1.571  -3.444  -0.20
C  2.262  -1.338  2.934  0.19
C  2.285  -1.307  4.334  -0.25
C  1.738  -2.354  5.049  -0.18
C  1.180  -3.426  4.368  -0.30
C  1.165  -3.367  2.981  0.06
N  1.681  -2.361  2.287  -0.42
H  4.186  1.393  2.057  0.25
H  4.502  0.308  3.432  0.20
H  3.114  1.417  3.471  0.21
H  4.320  2.780  -0.554  0.23
H  5.046  4.596  -2.100  0.20
H  4.480  4.462  -4.504  0.20
H  3.224  2.510  -5.366  0.20
H  2.496  0.717  -3.790  0.25
H  2.715  -0.456  4.848  0.21
H  1.745  -2.335  6.133  0.20
H  0.770  -4.281  4.892  0.21
H  0.724  -4.165  2.390  0.20
N  -2.784  -2.975  -1.435  -0.76
C  -2.968  -1.830  -2.108  0.61
N  -4.000  -1.762  -2.957  -0.59
C  -4.094  -0.610  -3.608  0.59
N  -5.111  -0.484  -4.495  -0.79
N  -3.270  0.438  -3.483  -0.59
C  -2.299  0.267  -2.586  0.46
N  -2.115  -0.820  -1.855  -0.55
C  -1.344  1.411  -2.421  0.14
C  -1.281  2.394  -3.405  -0.21
C  -0.397  3.446  -3.238  -0.18
C  0.391  3.486  -2.102  -0.23
C  0.257  2.464  -1.173  0.03
N  -0.588  1.450  -1.323  -0.40
H  -3.249  -3.801  -1.764  0.41
H  -1.933  -3.074  -0.901  0.43
H  -5.813  -1.200  -4.516  0.40
H  -5.277  0.408  -4.919  0.40
H  -1.923  2.307  -4.269  0.24
H  -0.326  4.227  -3.986  0.21
H  1.104  4.283  -1.933  0.22
H  0.858  2.449  -0.267  0.22
N  -2.319  0.783  4.799  -0.62
N  -1.671  1.198  3.647  0.15
N  -2.197  2.078  2.826  -0.30
C  -1.218  2.200  1.935  0.11
N  -0.167  1.416  2.216  -0.25
N  -0.473  0.785  3.329  -0.05
H  -3.274  1.105  4.727  0.38
H  -2.286  -0.229  4.824  0.39
H  -1.274  2.863  1.090  0.22
Cl  0.059  -3.092  -3.777  -0.51
Si  0.872  -3.563  -1.834  0.73
Cl  2.888  -3.955  -2.369  -0.48
Cl  0.169  -5.649  -1.722  -0.54
N  -2.926  -2.394  3.573  -0.86
C  -2.789  -2.109  2.217  0.64
O  -1.865  -2.534  1.577  -0.54
C  -3.801  -1.170  1.630  -0.59
I  -5.614  -2.261  1.148  0.08
H  -2.290  -3.129  3.851  0.40
H  -3.876  -2.544  3.884  0.39
H  -3.445  -0.765  0.688  0.27
H  -4.142  -0.398  2.310  0.23



Computed, not measured: a structure of composition C20H11F6FeN6O4S4, with wB97M-V/def2-TZVPD.

For the total energy, the calculation gives -132082.6395 eV. The spin multiplicity is 2.

Last column: Löwdin spin population.
Atoms and positions in Å:
Fe  -0.451  -0.655  -0.057  1.14
N  -3.341  -0.677  1.289  0.00
C  -2.784  -1.940  1.207  0.00
C  -3.526  -2.993  1.755  0.00
C  -3.039  -4.272  1.682  0.00
C  -1.820  -4.486  1.048  0.00
C  -1.144  -3.406  0.543  0.00
N  -1.595  -2.129  0.627  -0.02
C  -3.163  0.415  0.461  0.00
C  -4.005  1.516  0.635  0.00
C  -3.875  2.587  -0.213  0.00
C  -2.933  2.535  -1.240  0.00
C  -2.139  1.423  -1.330  0.00
N  -2.226  0.375  -0.482  0.00
H  -4.118  -0.602  1.922  0.00
H  -4.485  -2.782  2.207  0.00
H  -3.608  -5.096  2.091  0.00
H  -1.392  -5.473  0.952  0.00
H  -0.191  -3.525  0.057  0.00
H  -4.731  1.516  1.437  0.00
H  -4.503  3.458  -0.083  0.00
H  -2.799  3.351  -1.934  0.00
H  -1.386  1.330  -2.098  0.00
S  1.388  -1.520  0.816  -0.06
C  2.470  -1.343  -0.559  0.00
C  3.837  -1.159  -0.426  0.00
C  4.630  -1.029  -1.559  0.00
C  6.047  -0.841  -1.409  0.00
N  7.181  -0.707  -1.283  0.00
C  4.047  -1.073  -2.833  0.00
C  2.675  -1.255  -2.963  0.00
C  1.891  -1.398  -1.831  0.00
S  0.156  -1.684  -1.918  -0.08
C  4.847  -0.910  -4.016  0.00
N  5.466  -0.768  -4.973  0.00
H  4.287  -1.097  0.555  0.00
H  2.227  -1.279  -3.947  0.00
F  2.355  2.851  -2.202  0.00
C  1.488  3.327  -1.317  0.00
F  0.340  3.600  -1.936  0.00
F  1.967  4.432  -0.773  0.00
S  1.235  2.044  -0.023  0.00
O  0.610  0.959  -0.797  -0.01
O  2.506  1.772  0.565  0.00
N  0.192  2.808  0.880  0.00
S  -0.440  2.024  2.089  0.00
O  -0.512  0.597  1.798  0.00
O  -1.604  2.691  2.570  0.00
C  0.781  2.104  3.495  0.00
F  1.640  1.100  3.431  0.00
F  1.439  3.255  3.452  0.00
F  0.108  2.028  4.640  0.00



Computed, not measured: a cluster of 2 separate species, C3H4BrF in total, with wB97M-V/def2-TZVPD.

The SMILES is FC1=CC1.Br. For the total energy, the calculation gives -75932.1401 eV.

Last column: natural (NBO) charge in e.
Atoms and positions in Å:
F  -1.050  -0.760  -0.334  -0.29
C  0.240  -0.532  -0.307  0.41
C  1.424  -0.736  -0.823  -0.28
C  1.323  -0.236  0.636  -0.43
H  2.002  -1.258  -1.574  0.23
H  1.471  -0.767  1.539  0.19
H  1.670  0.843  0.686  0.18
Br  -3.066  1.108  0.002  -0.22
H  -4.013  2.337  0.175  0.21



Computed, not measured: a cluster of 2 separate species, C5H12O in total, with wB97M-V/def2-TZVPD.

For the total energy, the calculation gives -7423.2734 eV.

Last column: natural (NBO) charge in e.
Atoms and positions in Å:
C  -2.646  0.373  -0.429  -0.60
C  -1.129  0.379  -0.593  -0.40
C  -0.424  0.472  0.756  -0.61
C  1.803  -1.671  0.428  -0.13
O  2.587  -0.650  0.553  -0.35
C  2.717  0.370  -0.242  -0.17
H  -2.970  -0.504  0.144  0.20
H  -3.167  0.363  -1.391  0.21
H  -2.968  1.265  0.124  0.20
H  -0.826  1.225  -1.225  0.19
H  -0.812  -0.529  -1.126  0.19
H  -0.801  1.328  1.327  0.20
H  -0.594  -0.431  1.352  0.20
H  1.788  -2.354  1.262  0.18
H  1.169  -1.745  -0.449  0.15
H  3.439  1.110  0.064  0.18
H  0.653  0.628  0.631  0.21
H  2.182  0.372  -1.186  0.16



Computed, not measured: a cluster of 2 separate species, C4H8ClNO5S2 in total, with wB97M-V/def2-TZVPD.

For the total energy, the calculation gives -50194.4802 eV.

Last column: natural (NBO) charge in e.
Atoms and positions in Å:
C  -0.491  1.913  0.007  0.41
C  -0.947  -0.883  -1.259  -0.88
C  3.305  0.367  1.140  -0.80
C  -1.847  1.549  -0.119  -0.16
N  -2.936  2.218  0.024  -0.68
O  0.483  1.222  -0.080  -0.56
O  -1.735  -0.617  1.282  -0.92
O  -3.430  -0.507  -0.523  -0.95
O  4.452  -0.501  -1.108  -0.87
O  2.357  -1.471  -0.581  -0.89
S  -2.078  -0.229  -0.066  2.14
S  3.140  -0.274  -0.589  1.82
Cl  -0.317  3.629  0.207  -0.07
H  -0.310  0.073  -1.470  0.27
H  -0.280  -1.561  -0.760  0.28
H  -1.385  -1.267  -2.089  0.25
H  4.015  1.188  1.028  0.24
H  2.323  0.683  1.442  0.26
H  3.778  -0.480  1.621  0.25
H  -2.825  3.202  0.102  0.42
H  -3.836  1.681  0.220  0.45



Computed, not measured: a cluster of 10 separate species, C5H28N2O9 in total, with wB97M-V/def2-TZVPD.

The SMILES is C=NC(=C)CCN.O.O.O.O.O.O.O.O.O. For the total energy, the calculation gives -27045.9944 eV.

Last column: natural (NBO) charge in e.
Atoms and positions in Å:
C  -0.166  2.921  -1.811  0.02
N  0.646  1.954  -1.707  -0.48
C  0.236  0.642  -1.349  0.15
C  0.288  0.243  -0.082  -0.46
C  -0.117  -0.287  -2.478  -0.49
C  -1.566  -0.184  -2.934  -0.21
N  -2.569  -0.717  -1.981  -0.87
H  -1.260  2.832  -1.832  0.16
H  0.162  3.952  -1.786  0.17
H  0.307  -0.800  0.181  0.22
H  0.407  0.945  0.723  0.19
H  0.127  -1.337  -2.187  0.26
H  0.441  -0.100  -3.399  0.22
H  -1.689  -0.905  -3.766  0.19
H  -1.912  0.765  -3.342  0.18
H  -3.510  -0.423  -2.221  0.36
H  -2.470  -0.387  -1.025  0.35
O  3.496  -1.202  1.521  -1.00
H  3.022  -1.859  0.974  0.50
H  3.683  -0.452  0.939  0.49
O  2.147  -2.864  -0.301  -0.95
H  1.496  -3.520  -0.016  0.49
H  1.607  -2.421  -0.971  0.49
O  3.205  1.053  -0.362  -0.97
H  3.031  0.388  -1.034  0.48
H  2.638  1.807  -0.567  0.50
O  -2.045  -2.356  1.424  -0.98
H  -2.996  -2.433  1.299  0.47
H  -1.940  -1.521  1.917  0.51
O  -0.018  2.157  3.833  -0.96
H  0.596  1.435  4.053  0.48
H  0.598  2.470  3.152  0.47
O  2.105  0.671  2.792  -0.99
H  2.071  -0.280  2.612  0.50
H  2.304  1.020  1.915  0.49
O  -1.253  0.046  2.759  -0.97
H  -1.480  0.516  3.571  0.50
H  -0.301  -0.054  2.886  0.48
O  -0.755  -2.728  -1.096  -1.02
H  -1.509  -2.584  -1.679  0.50
H  -1.072  -2.697  -0.179  0.51
O  -1.997  2.431  0.372  -0.96
H  -1.607  2.206  1.222  0.49
H  -2.384  1.659  -0.040  0.47